16
Properties=species:S:1:pos:R:3 method="wB97M-V/def2-TZVPD" total_energy_ha=-631.74957 total_charge=0 max_force_ev_per_a=2.07 homo_lumo_gap_ev=9.8 homo_energy_ev=-9.28
C 2.416 -0.370 -1.850
C 1.066 -1.886 -0.405
C -1.700 1.680 1.956
C 1.344 -0.604 -1.116
O -1.866 0.116 -0.187
S -2.190 1.493 0.180
H 2.580 0.573 -2.343
H -3.566 1.435 0.536
H 3.177 -1.121 -1.995
H 0.045 -2.202 -0.607
H 1.154 -1.740 0.671
H 1.757 -2.668 -0.710
H -2.336 2.422 2.426
H -0.662 2.005 1.992
H -1.803 0.712 2.438
H 0.586 0.157 -0.987

16
Properties=species:S:1:pos:R:3 method="wB97M-V/def2-TZVPD" total_energy_ha=-631.45412 total_charge=+1 max_force_ev_per_a=1.29 homo_lumo_gap_ev="9.5 / 4.2" homo_energy_ev="-13.22 / -13.17" spin_multiplicity=2
C -0.606 0.254 -1.523
C -1.336 -0.923 -0.887
S -2.680 -0.425 0.223
H -1.340 0.885 -2.022
H -0.098 0.788 -0.726
H 0.081 -0.073 -2.297
H -0.687 -1.503 -0.228
H -1.774 -1.602 -1.614
H -1.941 0.346 1.034
C 1.191 -0.609 1.409
C 1.748 0.448 0.841
O 1.092 1.666 0.827
H 1.776 -1.495 1.609
H 0.180 -0.633 1.788
H 2.739 0.501 0.408
H 1.657 2.377 1.158

Energy relative to the best compared isomer or geometry (same formula, charge and spin) values (in kJ/mol) by entry order: 197.2, 94.6.